DFT (ωB97M-V/def2-TZVPD) results for an isolated molecule of C3H8O.

Geometry as XYZ:
```
12
Properties=species:S:1:pos:R:3:forces:R:3:lowdin_charge:R:1
C -1.444808 -0.165122 0.123243 -0.1 0.0 0.1 -0.118
C -0.117927 -0.147564 -0.643200 0.1 -0.2 0.0 -0.241
C 1.041511 0.588508 0.040631 0.0 0.2 -0.1 -0.276
O 2.005858 -0.354183 0.509015 0.1 0.1 0.3 -0.090
H -1.295286 -0.238422 1.207757 0.1 0.0 -0.2 0.070
H -2.060340 -1.019898 -0.172961 0.1 0.1 0.0 0.066
H -2.042474 0.736271 -0.058849 0.2 -0.1 0.0 0.070
H 0.319256 -1.152120 -0.718057 -0.5 0.0 -0.3 0.106
H -0.290555 0.211669 -1.666363 0.1 0.0 0.2 0.105
H 0.703310 1.234746 0.865219 0.0 -0.1 -0.2 0.113
H 1.586996 1.213798 -0.670723 -0.1 -0.1 0.1 0.112
H 1.594456 -0.907685 1.184292 0.0 0.1 -0.1 0.083
```
Forces are in eV/Å.

energy above the lowest of the compared OMol25 structures with the same formula, charge and spin	9.1	kcal/mol
net charge	0
HOMO	-10.3	eV
LUMO energy	1.1	eV
calculated total energy	-194.3214	Eh
Kohn-Sham gap	11.38	eV

DFT (ωB97M-V/def2-TZVPD) results for a cluster of 2 separate species, C3H8O2 in total at a distorted geometry.

Geometry as XYZ:
```
13
Properties=species:S:1:pos:R:3:forces:R:3:lowdin_charge:R:1
C 0.199819 2.375318 0.354291 0.4 -1.0 -0.7 0.031
C 0.374012 1.084942 0.006944 -0.7 1.2 0.6 -0.480
C 1.508890 0.211367 0.413034 -0.6 -0.7 0.3 -0.036
O -0.533993 0.467678 -0.786974 0.7 -1.4 -1.1 0.024
H 0.680603 2.796403 1.218409 0.5 0.3 -0.3 0.049
H -0.302654 2.957639 -0.404676 -0.8 0.4 0.6 0.055
H 2.284259 0.829706 0.848753 0.1 -0.2 0.1 0.079
H 1.896302 -0.359792 -0.435226 0.0 0.4 -0.2 0.090
H 1.157592 -0.574143 1.093992 0.2 0.2 0.2 0.084
H -1.420407 0.827095 -0.832031 0.2 0.7 0.4 0.105
O -1.845604 -3.739411 -0.807594 -0.1 0.0 -0.3 -0.055
H -2.540345 -3.079959 -0.733204 0.0 0.0 0.0 0.030
H -1.458475 -3.796845 0.064282 0.1 0.0 0.3 0.025
```
Forces are in eV/Å.

energy above the lowest of the compared OMol25 structures with the same formula, charge and spin	35.5	kcal/mol
net charge	0
HOMO	-8.6	eV
LUMO energy	0.6	eV
calculated total energy	-269.5383	Eh
Kohn-Sham gap	9.20	eV

DFT (ωB97M-V/def2-TZVPD) results for a cluster of 2 separate species, C3H8O2 in total at a distorted geometry.

Geometry as XYZ:
```
13
Properties=species:S:1:pos:R:3:forces:R:3:lowdin_charge:R:1
C -1.252419 -0.158948 1.771371 1.3 1.7 2.0 -0.002
C -0.047232 0.125645 1.263284 1.5 -1.2 -1.2 -0.164
C 0.728365 -0.656230 0.236707 -1.2 -2.8 0.2 -0.271
O -0.068521 -1.121797 -0.852595 0.3 0.2 -0.9 -0.094
H -1.528816 0.637774 2.459964 -0.3 -0.2 0.3 0.045
H -1.751245 -1.079248 2.066398 -0.2 -0.2 -1.6 0.069
H 0.755386 0.789560 1.594676 -1.5 1.4 0.6 0.107
H 1.127477 -1.549332 0.810440 0.1 0.7 -0.6 0.131
H 1.553175 -0.173220 -0.284743 -0.1 0.5 0.6 0.112
H -0.845814 -1.641880 -0.645731 0.1 0.1 0.7 0.076
O 0.809236 1.822281 -2.873470 -0.9 -0.8 0.2 -0.074
H -0.095489 2.136876 -2.730925 0.3 0.5 0.0 0.036
H 0.615900 0.868520 -2.815376 0.6 0.2 0.0 0.029
```
Forces are in eV/Å.

energy above the lowest of the compared OMol25 structures with the same formula, charge and spin	61.9	kcal/mol
net charge	0
HOMO	-9.6	eV
LUMO energy	0.7	eV
calculated total energy	-269.4963	Eh
Kohn-Sham gap	10.30	eV

DFT (ωB97M-V/def2-TZVPD) results for a cluster of 2 separate species, C3H8O2 in total at a distorted geometry.

Geometry as XYZ:
```
13
Properties=species:S:1:pos:R:3:forces:R:3:lowdin_charge:R:1
C 1.403248 -0.691717 0.129962 0.1 1.8 1.3 -0.042
C 1.784072 0.638037 -0.587149 -2.3 -1.3 -0.6 -0.303
O 2.125429 1.566592 0.068733 1.2 1.0 0.9 0.051
H 1.257920 -0.251343 1.130777 -0.2 -0.4 0.0 0.089
H 0.516754 -1.236604 -0.101756 -0.8 0.1 -1.0 0.048
H 2.109466 -1.447051 0.331963 1.6 -0.6 -0.4 0.057
H 1.378741 0.884497 -1.590851 0.6 -0.8 -0.3 0.124
C -2.044530 -0.197323 0.125752 -1.5 2.4 -0.3 -0.130
O -1.235145 0.936627 -0.282897 -1.3 0.6 -0.3 -0.144
H -1.392497 -0.735484 0.762432 0.1 -1.9 0.0 0.046
H -3.020569 0.001657 0.727427 1.8 0.6 -0.4 0.098
H -2.513687 -0.481017 -0.831640 0.9 -1.3 0.5 0.085
H -0.369204 1.013135 0.117246 -0.3 -0.3 0.6 0.019
```
Forces are in eV/Å.

energy above the lowest of the compared OMol25 structures with the same formula, charge and spin	60.6	kcal/mol
net charge	0
HOMO	-10.2	eV
LUMO energy	0.8	eV
calculated total energy	-269.4984	Eh
Kohn-Sham gap	10.98	eV

DFT (ωB97M-V/def2-TZVPD) results for a cluster of 2 separate species, C3H8O2 in total.

Geometry as XYZ:
```
13
Properties=species:S:1:pos:R:3:forces:R:3:lowdin_charge:R:1
C -1.419949 0.642142 -0.099515 0.0 0.1 0.0 -0.114
C -0.029163 1.143475 0.109488 -0.1 0.0 0.0 -0.168
C 1.053149 0.498532 -0.296153 0.0 0.1 0.1 -0.232
O 2.339704 0.910956 -0.127761 0.2 0.1 0.0 -0.003
H -1.973215 1.319029 -0.750824 -0.1 0.0 0.0 0.070
H -1.952823 0.592076 0.850006 -0.1 -0.1 0.0 0.071
H -1.408584 -0.346223 -0.549846 -0.1 -0.1 -0.1 0.059
H 0.067897 2.096552 0.617627 0.1 0.1 0.1 0.101
H 1.008972 -0.447633 -0.814561 0.0 -0.1 -0.1 0.110
H 2.346659 1.770950 0.310667 0.0 -0.1 0.0 0.097
O -0.275832 -2.654144 -0.011226 -0.2 0.1 -0.3 -0.057
H 0.278967 -3.435613 0.034342 0.1 0.0 0.1 0.038
H -0.035783 -2.090099 0.727755 0.1 0.0 0.1 0.029
```
Forces are in eV/Å.

energy above the lowest of the compared OMol25 structures with the same formula, charge and spin	25.5	kcal/mol
net charge	0
HOMO	-8.7	eV
LUMO energy	0.9	eV
calculated total energy	-269.5542	Eh
Kohn-Sham gap	9.54	eV

DFT (ωB97M-V/def2-TZVPD) results for an isolated molecule of C3H8O2.

Geometry as XYZ:
```
13
Properties=species:S:1:pos:R:3:forces:R:3:lowdin_charge:R:1
O 1.682313 -0.093127 0.256474 0.0 0.2 -0.3 -0.100
C 0.807014 -0.485928 -0.829520 0.1 0.0 -0.1 -0.205
C -0.707599 -0.227565 -0.599513 0.1 0.0 0.2 -0.158
C -0.954536 0.526304 0.714474 -0.2 0.2 -0.5 -0.293
O -0.401240 -0.145092 1.816369 0.3 0.0 0.1 -0.080
H 1.838036 0.861284 0.247836 -0.1 -0.2 -0.2 0.103
H 0.990083 -1.558469 -0.923945 0.0 0.2 -0.1 0.116
H 1.154780 0.005772 -1.744635 -0.1 -0.1 0.1 0.113
H -1.253392 -1.181079 -0.581616 0.2 0.2 0.1 0.111
H -1.127670 0.353747 -1.433105 0.2 -0.1 0.2 0.108
H -0.542251 1.548922 0.606680 -0.1 -0.2 0.2 0.114
H -2.030725 0.628130 0.893111 0.2 0.0 -0.1 0.117
H 0.545188 -0.232900 1.577389 -0.5 -0.1 0.4 0.054
```
Forces are in eV/Å.

energy above the lowest of the compared OMol25 structures with the same formula, charge and spin	23.6	kcal/mol
net charge	0
HOMO	-9.9	eV
LUMO energy	0.7	eV
calculated total energy	-269.5572	Eh
Kohn-Sham gap	10.66	eV

DFT (ωB97M-V/def2-TZVPD) results for a structure of composition C3H8O2.

Geometry as XYZ:
```
13
Properties=species:S:1:pos:R:3:forces:R:3:lowdin_charge:R:1
O 1.046914 -0.569785 -1.109363 0.3 -0.1 0.1 -0.099
C 1.030222 0.525810 -0.174801 0.0 0.2 0.2 -0.245
C -0.431601 0.934759 -0.004871 0.0 -0.1 -0.1 -0.280
C -1.336253 0.060424 0.834942 0.3 0.4 0.2 -0.013
O -0.933940 -1.709967 0.282591 -0.1 0.4 -0.1 -0.070
H 1.902542 -1.016046 -1.056357 -0.2 0.1 -0.1 0.105
H 1.635573 1.352313 -0.578019 -0.2 -0.2 0.1 0.114
H 1.454836 0.219466 0.793237 -0.1 0.0 -0.2 0.123
H -0.844292 1.114253 -1.008886 0.1 -0.1 0.2 0.106
H -0.471300 1.907378 0.516271 0.0 -0.2 -0.1 0.121
H -0.894283 -0.054132 1.835046 0.0 0.0 -0.2 0.036
H -1.834271 -1.265169 0.132348 0.2 -0.4 -0.1 0.054
H -0.324147 -1.499304 -0.462138 -0.3 -0.1 0.1 0.047
```
Forces are in eV/Å.

energy above the lowest of the compared OMol25 structures with the same formula, charge and spin	102.0	kcal/mol
net charge	0
HOMO	-8.1	eV
LUMO energy	0.6	eV
calculated total energy	-269.4324	Eh
Kohn-Sham gap	8.70	eV

DFT (ωB97M-V/def2-TZVPD) results for an isolated molecule of C3H8O2 at a distorted geometry.

Geometry as XYZ:
```
13
Properties=species:S:1:pos:R:3:forces:R:3:lowdin_charge:R:1
O -0.586983 0.909196 1.140927 -0.2 -0.8 0.8 -0.120
C -1.226417 0.175851 0.067825 -0.2 -0.2 0.1 -0.189
C -0.169789 -0.689088 -0.675466 0.0 -0.1 0.1 -0.147
C 1.186848 -0.196198 -0.170367 -0.2 -1.0 1.4 -0.330
O 1.271071 1.172296 -0.327959 -0.9 0.7 0.9 -0.114
H 0.156989 0.270245 1.418057 -1.7 1.3 0.3 0.088
H -1.706001 0.896646 -0.604383 0.2 -0.1 0.3 0.125
H -1.997622 -0.421423 0.549793 -0.1 -0.2 -0.3 0.113
H -0.273676 -0.563192 -1.758853 0.1 0.0 0.2 0.116
H -0.279804 -1.750680 -0.432673 -0.1 0.1 -0.1 0.110
H 1.155553 -0.481747 0.992956 0.9 0.0 -1.6 0.132
H 2.054068 -0.777856 -0.504929 -0.2 0.4 -0.3 0.125
H 0.415757 1.455946 0.305073 2.4 -0.1 -1.8 0.090
```
Forces are in eV/Å.

energy above the lowest of the compared OMol25 structures with the same formula, charge and spin	50.9	kcal/mol
net charge	0
HOMO	-9.8	eV
LUMO energy	0.9	eV
calculated total energy	-269.5137	Eh
Kohn-Sham gap	10.70	eV

DFT (ωB97M-V/def2-TZVPD) results for a cluster of 2 separate species, C3H8O2 in total.

Geometry as XYZ:
```
13
Properties=species:S:1:pos:R:3:forces:R:3:lowdin_charge:R:1
C 1.845504 0.222761 0.791490 0.0 0.0 0.0 -0.023
C 0.557964 0.140743 0.006029 0.0 0.1 -0.2 -0.472
C -0.669761 -0.334001 0.745214 -0.1 0.0 0.0 -0.023
O 0.526185 0.446328 -1.173494 0.0 -0.1 0.4 0.048
H 2.303515 -0.774055 0.796150 -0.1 0.1 0.0 0.094
H 1.667069 0.506686 1.833603 0.0 0.0 -0.2 0.083
H 2.534588 0.923668 0.316337 -0.1 -0.1 0.0 0.085
H -1.129722 0.532284 1.236397 0.1 -0.1 0.0 0.102
H -1.412022 -0.717117 0.043684 0.1 0.0 0.2 0.065
H -0.417411 -1.065312 1.519532 0.0 0.1 -0.1 0.085
O -2.247220 0.240768 -1.892329 0.1 -0.1 -0.2 -0.079
H -1.299484 0.453172 -1.818491 -0.1 0.0 0.0 -0.002
H -2.259203 -0.575925 -2.404121 -0.1 0.1 0.0 0.038
```
Forces are in eV/Å.

energy above the lowest of the compared OMol25 structures with the same formula, charge and spin	6.2	kcal/mol
net charge	0
HOMO	-10.1	eV
LUMO energy	0.8	eV
calculated total energy	-269.5850	Eh
Kohn-Sham gap	10.94	eV

DFT (ωB97M-V/def2-TZVPD) results for a cluster of 2 separate species, C3H8O2 in total at a distorted geometry.

Geometry as XYZ:
```
13
Properties=species:S:1:pos:R:3:forces:R:3:lowdin_charge:R:1
C 1.336326 1.831314 -2.173902 -1.4 -1.4 2.5 0.019
C 0.539629 1.089869 -1.375302 2.7 0.7 1.7 -0.219
O 0.864164 0.992378 0.008074 -1.5 -1.5 -0.8 -0.072
H 1.092160 2.047715 -3.150659 -0.4 0.1 -2.0 0.017
H 2.194897 2.290098 -1.746504 0.4 0.4 0.3 0.051
H -0.230466 0.402024 -1.584874 -1.1 -0.1 -1.0 0.085
H 0.294215 0.249630 0.401982 1.2 1.7 -0.6 0.089
C -1.008921 -2.311337 1.288137 -3.0 -0.1 1.5 -0.131
O -1.286772 -0.977458 1.803283 -0.7 -0.6 -0.3 -0.150
H -0.190628 -2.730933 1.816624 0.9 0.0 0.3 0.063
H -1.890425 -3.045130 1.471451 1.3 1.3 -0.3 0.109
H -0.860881 -2.220180 0.254179 0.5 -0.3 -1.5 0.046
H -2.230216 -0.771657 1.613346 1.1 -0.2 0.2 0.093
```
Forces are in eV/Å.

energy above the lowest of the compared OMol25 structures with the same formula, charge and spin	51.8	kcal/mol
net charge	0
HOMO	-8.8	eV
LUMO energy	0.6	eV
calculated total energy	-269.5124	Eh
Kohn-Sham gap	9.47	eV